Entry 1:
Entry from the Open Molecules 2025 dataset: a molecular structure, C48H38Br2F2IrN2OP2 in a non-equilibrium geometry (ωB97M-V/def2-TZVPD).

Geometry as XYZ:
```
96
C48H38Br2F2IrN2OP2, DFT ωB97M-V/def2-TZVPD
Ir -0.0457 0.0902 0.1290
Br -3.0703 7.4160 0.0733
Br 1.7342 4.6323 -0.7409
P 2.3925 0.7113 -0.2831
P 0.5495 -2.3262 -0.5607
F -3.4671 -1.0355 4.2296
F 0.6260 0.7556 5.5865
O -0.1553 2.2076 -0.7766
N -2.1647 -0.9617 0.2369
N -2.8788 2.1568 -0.5383
C 2.6291 3.3283 2.8019
C -1.4275 -0.1719 4.9250
C -1.2125 -3.9341 -3.9305
C -0.6253 -5.3151 2.7298
C 3.5272 3.0121 -4.0965
C -2.7512 -1.5248 -0.8082
C 4.4403 1.7332 1.4332
C -0.3198 -3.5387 -4.9129
C 0.2668 0.3673 3.2945
C -4.1953 2.1230 -0.5217
C 4.3947 3.0005 -3.0161
C -0.5360 -0.0981 2.2608
C -0.5439 -4.8201 0.3750
C 2.3208 2.3352 -4.0231
C -3.7576 -2.4705 -0.6895
C -2.2257 -0.6303 3.8957
C 2.8461 1.6431 -1.7850
C 2.3303 -2.8840 -0.4828
C 3.2587 -1.9548 0.2918
C 0.9623 -2.3712 -3.2647
C -0.1437 4.5532 -0.5454
C -0.8176 5.7465 -0.3507
C -0.0638 -3.5466 0.6547
C 0.1715 -3.1882 1.9803
C -0.1745 0.3126 4.6056
C -4.9664 3.2924 -0.4017
C 1.9838 1.6416 -2.8743
C -2.5571 -1.2828 1.4799
C -1.0121 -3.5692 -2.6100
C -1.8014 -0.6515 2.5648
C 4.0555 2.3252 -1.8593
C -2.1908 5.7616 -0.2389
C 0.1173 -2.8371 -2.2539
C -2.9345 4.5603 -0.3305
C -4.8833 0.8058 -0.6481
C -0.7885 3.2827 -0.5881
C -2.2414 3.3262 -0.4615
C 2.1990 2.5198 1.7662
C -4.3400 4.5048 -0.3081
C -0.8283 -5.6926 1.4134
C 0.7537 -2.7273 -4.5808
C 4.8728 2.5555 2.4596
C 3.9707 3.3500 3.1491
C 3.5995 -0.6891 -0.4912
C -4.1576 -2.8408 0.5857
C 3.0983 1.7135 1.0687
C -3.5597 -2.2392 1.6778
C -0.1112 -4.0597 3.0123
H -4.9136 5.4166 -0.2393
H 2.8180 -1.6966 1.2589
H -5.9098 0.9366 -0.9802
H -0.8512 -5.9974 3.5331
H -4.9018 0.2991 0.3183
H -0.6757 -5.1540 -0.6413
H -2.0669 -4.5396 -4.1925
H -0.2539 6.6653 -0.2817
H -0.4682 -3.8453 -5.9358
H -4.9229 -3.5911 0.7248
H 1.7904 -1.7219 -3.0130
H 2.7049 -3.0202 -1.4992
H 1.1534 2.4993 1.4832
H 3.7935 3.5575 -4.9887
H 1.2517 0.7680 3.1066
H -3.8654 -2.5192 2.6702
H 5.3347 3.5276 -3.0727
H 3.6531 -0.9121 -1.5599
H 4.3146 3.9757 3.9591
H 2.3166 -3.8650 0.0025
H -1.7740 -0.1985 5.9448
H -2.4066 -1.2008 -1.7812
H 5.1684 1.1188 0.9227
H -1.1969 -6.6809 1.1840
H 5.9239 2.5769 2.7093
H 4.7227 2.3461 -1.0107
H -4.3533 0.1755 -1.3550
H 0.0796 -3.7630 4.0317
H -1.7369 -3.8607 -1.8656
H -4.2209 -2.8910 -1.5678
H 1.4368 -2.3804 -5.3424
H 1.6377 2.3514 -4.8595
H 0.5795 -2.2095 2.1944
H 4.1822 -2.5033 0.4910
H 4.5880 -0.3317 -0.1993
H -6.0420 3.2194 -0.3969
H 1.9159 3.9308 3.3461
H 1.0397 1.1166 -2.8053
```

The value obtained for the frontier orbital gap (spin up / spin down) is 5.050 / 5.059 eV. The value obtained for the HOMO energy (spin up / spin down) is -0.33706 / -0.33718 Eh. For the LUMO energy (spin up / spin down), the calculation gives -4.122 / -4.117 eV. The electronic energy is -222352.1674 eV. Its total charge is +1. The spin multiplicity is 1.

Entry 2:
Entry from the Open Molecules 2025 dataset: a molecular structure, C48H38ClF3MnN5O4S2Sb (ωB97M-V/def2-TZVPD).

Geometry as XYZ:
```
103
C48H38ClF3MnN5O4S2Sb, DFT ωB97M-V/def2-TZVPD
Sb -1.8502 -1.6160 -1.0276
Mn -0.6086 0.9280 0.5652
Cl -2.4684 5.4176 4.1399
S 4.4088 0.3548 5.0640
S -1.6679 2.1179 -1.4151
F -1.4581 2.2586 -4.6632
F -1.0268 4.2068 -3.8045
F 0.2434 3.4038 -5.3701
O -3.6091 3.4520 5.9726
O -2.3891 -0.4377 3.9579
O -1.4896 -0.2362 1.9383
O -3.3523 1.2684 5.8184
N -1.5393 2.3588 2.0214
N 0.7995 1.5025 -1.0756
N 1.2153 0.7941 1.8248
N -1.6542 3.6832 2.2526
N 7.8332 -0.0372 2.0504
C 1.7741 2.2923 -3.5219
C -0.4629 -2.7945 -4.2598
C -2.9967 -3.0024 1.3357
C 5.7877 0.2105 3.9267
C -2.0504 -3.2697 0.3397
C 2.4439 -1.9901 -1.1480
C -3.2191 -3.8820 2.3852
C 6.1871 -1.0419 3.4819
C -0.3574 -4.9278 -0.6899
C 0.4332 2.4361 -3.2401
C -3.2207 -2.4180 -2.4649
C 2.8923 1.7710 3.2161
C 1.0955 -1.7742 -0.9100
C -0.0785 4.3354 0.4831
C -0.0604 2.0207 -1.9765
C 6.4454 1.3355 3.4508
C -4.5621 -2.2124 -4.4467
C 1.3891 -0.3628 2.4725
C -2.5521 2.6612 4.0160
C 0.1086 -2.0210 -1.8710
C 2.6390 1.7668 -2.5644
C 2.8358 -2.4267 -2.4036
C 1.9477 1.8426 2.2086
C -5.0640 -3.4960 -4.2514
C 0.5056 -2.4726 -3.1406
C -3.2206 2.4924 5.3562
C -4.6522 -4.2420 -3.1572
C -1.3459 -4.4904 0.3713
C -3.1311 -0.2476 -3.8081
C 2.1013 1.3931 -1.3597
C 0.4166 5.2538 -0.4273
C -1.5965 -5.3710 1.4280
C 1.8733 -2.6514 -3.3807
C -2.0668 1.7395 3.0552
C -0.1547 6.5151 -0.5273
C -2.2580 3.8827 3.4528
C -0.4655 3.0754 -4.2629
C -2.5037 -5.0699 2.4340
C 7.4542 1.1593 2.5128
C -1.2454 6.8280 0.2689
C -3.7373 -3.6983 -2.2627
C -1.9942 0.2378 3.0067
C -3.6424 -1.6499 -3.5635
C 2.3250 -0.5285 3.4798
C -1.7558 5.9046 1.1708
C -1.1534 4.6587 1.2974
C 7.2108 -1.1123 2.5451
C 3.1092 0.5525 3.8479
H -1.3173 -3.3696 -3.9034
H -2.6363 6.1522 1.7425
H -5.0414 -5.2415 -2.9956
H 0.6459 -4.5421 -0.4939
H 1.2485 4.9737 -1.0676
H 5.7047 -1.9397 3.8507
H 3.8846 -2.5976 -2.6244
H -1.7215 7.7979 0.1821
H 7.9826 2.0197 2.1106
H 0.7499 -1.1871 2.1780
H 2.4445 -1.4932 3.9582
H -3.2959 0.0609 -4.8425
H 3.1768 -1.8237 -0.3632
H 0.7983 -1.4224 0.0724
H 2.7301 0.9830 -0.5744
H -2.6536 -5.7640 3.2543
H -3.9213 -3.6233 3.1716
H -4.8907 -1.6317 -5.3039
H -3.5629 -2.0757 1.3044
H -1.0713 -6.3221 1.4481
H -3.4212 -4.2803 -1.4027
H 0.3550 3.3662 0.5331
H -0.6498 -4.5786 -1.6798
H 7.5424 -2.0761 2.1682
H -3.6329 0.4759 -3.1614
H 1.7884 2.7720 1.6786
H 2.1531 2.6019 -4.4877
H 2.1844 -2.9982 -4.3620
H -0.2946 -6.0180 -0.7178
H 6.1808 2.3264 3.8010
H 3.7008 1.6641 -2.7505
H -0.8559 -1.8816 -4.7214
H 0.2366 7.2413 -1.2333
H -3.0033 0.5815 5.1766
H 3.4536 2.6538 3.4952
H -2.0611 -0.1549 -3.6014
H -5.7805 -3.9086 -4.9540
H 0.0369 -3.3718 -5.0389
```

The calculation puts the relative energy (zero: lowest compared OMol25 entry of this formula, charge and spin) at 114.1 kJ/mol. The value obtained for the frontier orbital gap (spin up / spin down) is 7.150 / 7.063 eV. The value obtained for the HOMO energy (spin up / spin down) is -0.28759 / -0.28468 Eh. For the LUMO energy (spin up / spin down), the calculation gives -0.676 / -0.684 eV. The electronic energy is -146237.5963 eV. Its total charge is 0. The spin multiplicity is 2.

Entry 3:
Entry from the Open Molecules 2025 dataset: a molecular structure, C48H39AsBrN3PSTi in a non-equilibrium geometry (ωB97M-V/def2-TZVPD).

Geometry as XYZ:
```
95
C48H39AsBrN3PSTi, DFT ωB97M-V/def2-TZVPD
Br 0.8889 0.7367 3.1395
As 3.8956 -1.6769 -1.4637
Ti -1.4164 0.5294 1.5372
S -4.0849 0.7393 -0.7630
P 0.0330 0.7935 -0.6212
N -3.2373 -0.1983 0.3732
N -1.9066 -1.7572 2.0872
N -4.5735 -2.0241 -0.3493
C -4.6169 -0.9025 -4.4341
C -0.5302 0.2527 -3.5011
C 2.0309 -3.7345 -1.1594
C 1.5560 3.2233 4.2352
C 1.6265 4.6188 4.2783
C 2.5918 -0.1712 -1.4697
C 0.7776 5.3742 3.4668
C -3.7647 -3.2656 2.0899
C 2.6783 -2.8396 0.9736
C -4.7320 -1.7061 -1.7148
C 0.8948 5.1787 -1.5497
C 4.9892 -1.0788 0.0554
C 1.6606 -0.0333 -0.3385
C 6.3136 -1.6688 2.0065
C -3.0498 -2.2175 1.5375
C 0.3908 2.5195 -1.0115
C -2.3321 3.4021 1.4250
C 5.8516 0.5861 1.4951
C -0.5892 -0.1932 -2.1943
C -1.3973 2.6162 2.0184
C -0.1719 4.6960 2.6592
C -1.1432 5.4576 1.9051
C 1.0824 -4.5505 -0.4890
C -1.4465 -2.2916 -2.9118
C -1.9233 -3.6069 3.6048
C -3.6462 -1.4112 0.4877
C 5.6147 -2.0276 0.8815
C 1.8224 4.4407 -0.8532
C -4.9482 -2.6374 -2.7366
C 1.7936 -3.6758 1.6116
C 2.7823 -2.9032 -0.3867
C -2.1947 4.8174 1.3816
C -1.0691 -1.4436 -1.9099
C -4.5023 0.0447 -3.4204
C -0.2155 4.5804 -2.1094
C -1.2873 -1.8964 -4.2349
C 0.6780 2.6508 3.4277
C 5.1546 0.2756 0.3344
C -3.1813 -4.0131 3.0824
C -4.4671 -0.3477 -2.1235
C -1.3456 -2.4969 3.0971
C -0.5018 3.2635 -1.7760
C 0.9547 -4.5524 0.8817
C -4.7838 -2.2218 -4.1041
C 1.6012 3.0788 -0.5681
C -0.3300 3.3069 2.7224
C 6.4507 -0.3274 2.3538
C -0.8352 -0.6068 -4.5327
H 2.3397 2.6300 4.6949
H -4.6296 -3.0079 -0.2556
H -0.6066 -0.2919 -5.5369
H 6.7682 -2.4308 2.6443
H -3.5998 -4.9365 3.4843
H -1.4142 2.8178 -2.2773
H -4.5388 -0.6022 -5.4664
H -0.2089 1.2961 -3.6710
H 2.3457 2.4797 -0.0193
H -1.9935 -3.1667 -2.5848
H -1.2667 -4.2532 4.2111
H -4.6933 -3.5046 1.6301
H -0.8850 6.5357 1.7402
H 5.4829 -3.0775 0.5576
H -4.1855 1.0357 -3.7375
H -1.5203 -2.6078 -5.0075
H 5.9584 1.6812 1.6301
H -0.8620 5.1610 -2.7517
H 0.4552 -5.1676 -1.1293
H 2.0301 -0.3704 -2.3908
H 0.8260 6.4573 3.3023
H 2.0991 0.5755 0.5028
H -2.9557 5.3316 0.8747
H -3.2296 3.0112 0.9454
H 7.0393 -0.0098 3.1993
H 0.2579 -5.3052 1.2620
H 2.3505 5.1787 4.8965
H 1.7081 -3.6952 2.6949
H -1.2462 -1.7064 -0.9138
H 1.3386 -0.9617 0.1045
H 1.0159 6.2560 -1.7369
H 4.9231 1.0401 -0.3529
H 2.7318 4.9406 -0.5094
H 2.1507 -3.8723 -2.2085
H -0.3510 -2.1230 3.3841
H -5.1457 -3.6748 -2.5215
H 3.2852 -2.0976 1.4627
H -4.7528 -3.0222 -4.8311
H 3.0890 0.7521 -1.7429
```

The value obtained for the frontier orbital gap (spin up / spin down) is 5.651 / 6.586 eV. The value obtained for the HOMO energy (spin up / spin down) is -0.33856 / -0.37363 Eh. For the LUMO energy (spin up / spin down), the calculation gives -3.562 / -3.581 eV. The electronic energy is -228992.8345 eV. Its total charge is +1. The spin multiplicity is 3.

Entry 4:
Entry from the Open Molecules 2025 dataset: a molecular structure, C48H39BiN7OPS4 in a non-equilibrium geometry (ωB97M-V/def2-TZVPD).

Geometry as XYZ:
```
101
C48H39BiN7OPS4, DFT ωB97M-V/def2-TZVPD
Bi -1.2874 -0.9246 0.0257
S -4.0656 -0.3839 0.6883
S -1.6837 3.7394 0.0538
S -3.9015 1.5273 1.1864
S -2.8597 2.2959 -0.4715
P 1.1374 1.9131 -0.0445
O -1.2312 -4.3083 0.5704
N 1.1859 -0.9323 -0.0615
N -0.6857 0.5725 -1.7230
N 3.1837 -0.0120 -0.0421
N 0.0287 2.4254 2.4673
N -0.0095 2.4908 -2.5264
N -0.6340 0.5024 1.6773
N -0.5649 -3.1212 0.4496
C -1.0692 2.5290 -4.7995
C 5.6604 -1.7151 0.9416
C -2.0252 -0.3898 3.5447
C 0.6230 -5.9774 0.4992
C -2.0830 -0.3090 -3.5958
C -0.9865 2.2388 7.1571
C -0.0173 2.8103 -5.6709
C 3.3882 -1.3697 -0.0218
C -0.2761 3.3540 -6.9188
C 1.8515 0.2212 -0.0634
C -3.6753 -2.2770 -4.7619
C -3.1139 -0.9080 -2.8716
C 0.0385 1.6563 -1.4668
C 2.1338 -1.9415 -0.0282
C 7.2098 -3.2304 -0.0977
C 0.6762 3.7283 2.5538
C -0.2281 -5.0143 -0.2575
C -0.7989 1.9167 -3.4912
C -1.1443 0.6212 2.9527
C 0.6032 3.8109 -2.6058
C 6.9001 -2.3356 0.9161
C -2.6314 3.3537 -6.4305
C -1.5830 3.6297 -7.2970
C 1.7716 -3.3564 0.0418
C 4.7150 -2.0017 -0.0419
C -2.3798 2.7968 -5.1871
C -0.7365 1.6980 5.9075
C -1.5308 3.7297 4.8753
C -3.9030 -1.8921 -3.4486
C 0.4095 -3.6538 -0.5116
C -1.7877 4.2607 6.1297
C 0.0788 1.6021 1.4052
C -2.6686 -1.6660 -5.4967
C -1.0024 2.4443 4.7597
C 5.0272 -2.9115 -1.0523
C -0.7501 1.8498 3.4416
C -1.7837 -1.7441 3.3194
C -4.0477 -0.9648 4.7135
C 1.8562 -5.6478 0.8859
C -1.8746 -0.6865 -4.9220
C 2.4341 -4.3184 0.6934
C -3.8204 -2.3104 4.4534
C 4.2355 0.9969 -0.0961
C -1.5129 3.5189 7.2691
C 6.2709 -3.5191 -1.0791
C -2.6802 -2.7005 3.7700
C -3.1541 -0.0052 4.2675
C -1.2293 0.7123 -2.9742
H 1.6596 3.6837 2.0932
H -4.7106 -2.3332 -2.8788
H 0.3002 -3.2722 -1.5323
H -4.5311 -3.0537 4.7883
H 2.4640 -6.3761 1.4067
H -1.7739 4.2991 3.9857
H -0.3294 0.6989 5.8134
H -4.2968 -3.0359 -5.2176
H -1.0866 -0.2162 -5.4960
H 8.1808 -3.7060 -0.1215
H 0.7793 4.0060 3.5980
H -2.4849 -3.7490 3.5857
H 5.4206 -1.0281 1.7447
H -3.3640 -0.5506 -1.8779
H 4.2932 -3.1297 -1.8182
H 0.0749 4.4764 2.0372
H -1.7838 4.0560 -8.2705
H 0.0681 4.4006 -3.3443
H -0.7655 1.6611 8.0444
H -1.7145 3.9349 8.2469
H 5.1061 0.5715 -0.5877
H -3.1943 2.5760 -4.5077
H 0.5359 4.3008 -1.6377
H 3.4048 -4.1194 1.1281
H -3.3450 1.0442 4.4451
H -3.6493 3.5736 -6.7228
H 4.5197 1.3186 0.9050
H -2.2054 5.2548 6.2160
H 0.5421 3.5565 -7.5967
H -0.7099 -5.4914 -1.1094
H -2.5008 -1.9520 -6.5265
H -0.8643 -2.0566 2.8316
H 0.2106 -6.9578 0.6970
H 1.6481 3.7383 -2.9061
H 6.5115 -4.2099 -1.8760
H 1.0015 2.5798 -5.3807
H 3.8928 1.8596 -0.6598
H -4.9322 -0.6572 5.2551
H 7.6265 -2.1140 1.6863
```

The calculation puts the relative energy (zero: lowest compared OMol25 entry of this formula, charge and spin) at 28.6 kJ/mol. The value obtained for the frontier orbital gap (spin up / spin down) is 5.411 / 5.614 eV. The value obtained for the HOMO energy (spin up / spin down) is -0.44333 / -0.44462 Eh. For the LUMO energy (spin up / spin down), the calculation gives -6.653 / -6.485 eV. The electronic energy is -121342.4741 eV. Its total charge is +2. The spin multiplicity is 1.

Entry 5:
Entry from the Open Molecules 2025 dataset: 4 unconnected molecules or ions with the total composition C48H39FO9P in a non-equilibrium geometry (ωB97M-V/def2-TZVPD).

Geometry as XYZ:
```
98
C48H39FO9P, DFT ωB97M-V/def2-TZVPD
P 0.2277 -0.6818 -1.4214
F 0.8205 0.8880 -1.8227
O -0.6322 -0.6989 -2.9455
O -2.5718 0.2575 -2.4354
O -6.7479 3.1245 -2.8676
O -10.1195 6.7663 -4.8508
O 10.3390 -5.8509 -0.2547
O 5.7562 0.1393 4.3815
O 0.5059 0.4475 5.3645
O 5.0881 -5.5534 0.7052
O -0.6236 -2.1395 -0.9709
C 9.0424 -3.5141 2.9614
C -3.0485 2.3560 -0.4471
C 9.1435 -5.7560 -0.0535
C 8.6305 -7.1322 -2.0569
C 6.7978 -6.3746 -0.6840
C 7.7326 -7.7786 -2.8906
C 6.3691 -7.7377 -2.6153
C -9.2391 3.3757 -1.6231
C -6.3204 6.4335 -6.5671
C 8.1673 -6.4320 -0.9482
C -9.3406 5.9593 -4.3808
C 2.2123 1.8774 7.0436
C 3.1338 -1.7442 1.7213
C 8.6225 -4.9588 1.0866
C 1.7707 -1.7064 1.9996
C -8.8530 4.1620 -2.7029
C 1.6941 0.3980 5.1137
C -7.5932 6.5704 -6.0369
C -4.0776 1.7274 -1.3991
C 4.9449 1.6718 6.5667
C 3.1129 2.5370 7.8643
C 6.7800 -4.0877 2.3772
C 4.0342 -1.1071 2.5592
C -3.6817 0.2396 -1.5812
C 4.5570 0.2343 4.5764
C 1.3080 -1.0174 3.1105
C 9.5168 -4.2869 1.9136
C 5.9016 -7.0375 -1.5153
C 4.4801 2.4290 7.6296
C -5.8207 4.7106 -4.9620
C -10.9644 5.3245 -2.6106
C -9.7226 5.1309 -3.2065
C -1.9154 -2.0641 -1.5555
C -7.5039 3.9686 -3.2979
C -10.4794 3.5691 -1.0371
C -11.3388 4.5488 -1.5256
C -3.2374 1.9346 1.0308
C -5.4322 5.5085 -6.0259
C -1.9745 -0.9956 -2.6875
C 2.2063 -0.3652 3.9490
C 7.2499 -4.8669 1.3259
C 2.6741 1.1126 5.9777
C -7.0988 4.8410 -4.4295
C 3.5775 -0.4213 3.6798
C 7.6737 -3.4086 3.1897
C -7.9844 5.7807 -4.9608
C 6.2778 -5.5958 0.4709
C 4.0438 1.0184 5.7325
H -2.0555 -3.0687 -1.9753
H 10.5795 -4.3656 1.7320
H 5.7164 -4.0061 2.5572
H -5.1054 1.8409 -1.0642
H 0.2491 -0.9812 3.3232
H -3.4571 -0.1485 -0.5875
H 1.3270 -1.3635 -2.0269
H -2.0297 2.1344 -0.7657
H -8.5674 2.6187 -1.2424
H -2.3356 -1.5256 -3.5747
H -5.1329 3.9890 -4.5421
H 4.8423 -6.9989 -1.3027
H 5.0934 -1.1394 2.3418
H 8.0943 -8.3166 -3.7571
H 1.1496 1.9571 7.2257
H 3.4905 -2.2712 0.8462
H -4.4360 5.4092 -6.4358
H -12.3026 4.7054 -1.0592
H 7.3039 -2.7950 4.0011
H 5.6699 -8.2488 -3.2640
H -2.6396 -2.0025 -0.7372
H 0.9853 -0.6236 -0.1858
H 6.0064 1.5895 6.3789
H 9.7394 -2.9873 3.5999
H 5.1830 2.9398 8.2752
H 2.7504 3.1358 8.6900
H -2.9140 2.7033 1.7288
H -3.1446 3.4481 -0.4964
H -10.7768 2.9589 -0.1944
H -8.2826 7.2914 -6.4534
H 1.0710 -2.2078 1.3453
H -4.5455 -0.2867 -2.0131
H -6.0165 7.0510 -7.4022
H -2.6386 1.0443 1.2322
H -4.2886 1.6733 1.1762
H -0.8053 0.0186 -0.6983
H -3.9063 2.1828 -2.3754
H 9.6905 -7.1662 -2.2665
H -11.6324 6.0827 -2.9948
```

The value obtained for the frontier orbital gap is 4.814 eV. The value obtained for the HOMO energy is -0.16271 Eh. For the LUMO energy, the calculation gives 0.387 eV. The electronic energy is -80845.0414 eV. Its total charge is -1. The spin multiplicity is 1.